No. 1
This record from the Open Molecules 2025 dataset describes a 2-piece molecular cluster, C4H9O overall. The level of theory is ωB97M-V/def2-TZVPD.

Positions of all 14 atoms, in Å:
C1 -2.000 1.316 2.603
O1 -1.320 1.245 1.427
H1 -2.242 2.407 2.895
H2 -2.857 0.626 2.613
H3 -1.294 1.107 3.464
C2 1.202 -1.668 -0.808
C3 0.882 -0.262 -1.276
C4 1.099 0.180 -2.506
H4 1.988 -1.643 -0.045
H5 0.303 -1.901 -0.209
H6 1.415 -2.441 -1.541
H7 0.551 0.395 -0.473
H8 0.854 1.169 -2.872
H9 1.419 -0.530 -3.272

Spin multiplicity = 2
Highest occupied orbital energy (spin up / spin down) = 5.37 / 1.06 eV
M = 73.1 g mol⁻¹
ΔE to the lowest compared entry with this formula, charge and spin = 49.2 kcal/mol
Total energy = -6334.03030 eV
Total charge = -2

Results of the natural (NBO) charge analysis, in e, for atoms 1 through 6:
1. C -0.235
2. O -0.966
3. H 0.038
4. H 0.081
5. H 0.051
6. C -0.647

=====

No. 2
This record from the Open Molecules 2025 dataset describes one molecule with the formula C5H13N2P. The level of theory is ωB97M-V/def2-TZVPD.

Positions of all 21 atoms, in Å:
C1 -0.720 0.594 -0.979
C2 0.589 0.607 -0.150
C3 0.837 2.013 0.438
C4 1.919 -0.995 1.223
C5 -2.025 -1.993 0.181
N1 -0.870 -0.638 -1.692
N2 0.637 -0.401 0.887
P1 -1.035 -2.205 -1.306
H1 -1.507 0.565 -0.201
H2 -0.659 1.511 -1.517
H3 1.401 0.258 -0.811
H4 0.104 2.127 1.287
H5 0.807 2.856 -0.283
H6 1.957 2.022 0.805
H7 2.714 -0.805 0.455
H8 2.075 -0.532 2.180
H9 1.591 -2.031 1.390
H10 -3.173 -1.903 0.180
H11 -1.650 -1.133 0.868
H12 -1.986 -2.832 0.807
H13 -0.350 -0.571 -2.599

Highest occupied orbital energy (spin up / spin down) = -6.47 / -5.11 eV
M = 132.1 g mol⁻¹
ΔE to the lowest compared entry with this formula, charge and spin = 101.0 kcal/mol
Total energy = -17659.41122 eV

Results of the natural (NBO) charge analysis, in e, for atoms 1 through 6:
1. C -0.254
2. C -0.082
3. C -0.641
4. C -0.462
5. C -1.091
6. N -0.867

=====

No. 3
This record from the Open Molecules 2025 dataset describes C29H26Br2F6N6SbSn as an isolated structure. The level of theory is ωB97M-V/def2-TZVPD.

Positions of all 71 atoms, in Å:
Sn1 -0.256 0.196 -0.023
C1 -0.860 -1.655 2.748
C2 0.229 -2.599 2.258
C3 0.013 -3.079 0.849
C4 0.164 -4.421 0.530
C5 -0.096 -4.860 -0.756
C6 -0.522 -3.938 -1.701
C7 -0.637 -2.620 -1.320
N1 -0.365 -2.184 -0.078
N2 -0.620 -0.225 2.426
C8 -1.858 0.519 2.759
C9 -2.932 0.311 1.724
C10 -4.265 0.568 2.003
C11 -5.206 0.365 1.011
C12 -4.795 -0.111 -0.229
C13 -3.453 -0.331 -0.431
N3 -2.538 -0.123 0.528
C14 0.481 0.307 3.248
C15 1.308 1.356 2.551
C16 2.023 2.286 3.287
C17 2.858 3.170 2.627
C18 2.968 3.086 1.245
C19 2.219 2.143 0.580
N4 1.395 1.297 1.222
H1 -0.986 -1.749 3.831
H2 -1.809 -1.936 2.291
H3 0.266 -3.467 2.916
H4 1.218 -2.140 2.342
H5 0.467 -5.115 1.301
H6 0.017 -5.904 -1.012
H7 -0.760 -4.231 -2.713
H8 -0.951 -1.874 -2.038
H9 -1.631 1.581 2.831
H10 -2.223 0.187 3.737
H11 -4.552 0.924 2.983
H12 -6.251 0.571 1.199
H13 -5.501 -0.295 -1.026
H14 -3.082 -0.683 -1.386
H15 1.148 -0.508 3.532
H16 0.093 0.713 4.186
H17 1.919 2.312 4.363
H18 3.415 3.914 3.180
H19 3.606 3.756 0.687
H20 2.252 2.069 -0.497
Br1 6.415 -0.777 -2.076
C20 4.618 -0.737 -1.588
C21 4.225 -1.132 -0.315
C22 2.888 -1.037 0.000
N5 1.952 -0.617 -0.857
C23 2.327 -0.282 -2.096
C24 3.659 -0.308 -2.491
C25 1.239 0.107 -3.034
C26 1.474 0.211 -4.394
C27 0.422 0.545 -5.237
Br2 0.705 0.694 -7.071
C28 -0.836 0.748 -4.695
C29 -0.987 0.619 -3.328
N6 0.023 0.310 -2.507
H21 4.942 -1.486 0.411
H22 2.552 -1.292 0.997
H23 3.957 0.009 -3.478
H24 2.451 0.023 -4.810
H25 -1.683 1.007 -5.313
H26 -1.947 0.795 -2.873
F1 -2.261 2.052 -1.091
Sb1 -1.502 3.707 -0.446
F2 -1.021 2.572 1.064
F3 -3.134 4.029 0.389
F4 -0.622 5.155 0.313
F5 -1.878 4.543 -2.062
F6 0.116 2.962 -1.178

Spin multiplicity = 2
Highest occupied orbital energy (spin up / spin down) = -13.55 / -14.95 eV
M = 972.8 g mol⁻¹
ΔE to the lowest compared entry with this formula, charge and spin = 5.6 kcal/mol
Total energy = -208186.14935 eV
Total charge = +2

Results of the natural (NBO) charge analysis, in e, for atoms 1 through 6:
1. Sn 1.958
2. C -0.226
3. C -0.456
4. C 0.220
5. C -0.178
6. C -0.117

=====

No. 4
This record from the Open Molecules 2025 dataset describes one molecule with the formula C2H3NOS. The level of theory is ωB97M-V/def2-TZVPD.

Positions of all 8 atoms, in Å:
C1 1.498 -1.648 0.182
C2 -1.059 0.806 0.008
N1 -0.105 0.518 -0.917
O1 2.450 -1.873 0.832
S1 1.251 0.005 -0.740
H1 -1.913 1.019 -0.615
H2 -1.398 -0.242 0.483
H3 -0.724 1.415 0.767

Highest occupied orbital energy (spin up / spin down) = -8.20 / -8.01 eV
M = 89.1 g mol⁻¹
ΔE to the lowest compared entry with this formula, charge and spin = 89.0 kcal/mol
Total energy = -16491.33915 eV

Results of the natural (NBO) charge analysis, in e, for atoms 1 through 6:
1. C 0.330
2. C -0.435
3. N -0.700
4. O -0.459
5. S 0.653
6. H 0.221

=====

What max |F| values result from the calculations? In sequence: 4.10; 3.80; 0.56; 5.16 eV/Å.